P) Entry from the OMol25 dataset: 10 unconnected molecules or ions with the total composition C38H105N9O11 (ωB97M-V with the def2-TZVPD basis set).

Results
Multiplicity   1
Structure (SMILES)   COC[C@H](C)N.COC[C@H](C)N.COC[C@H](C)N.COC[C@H](C)N.COC[C@H](C)N.COC[C@H](C)N.COC[C@H](C)N.COC[C@H](C)N.COC[C@H](C)N.OCCO
Gap between HOMO and LUMO   0.347 hartree

```
163
Properties=species:S:1:pos:R:3:mulliken_charge:R:1
C -0.5300 0.3079 0.6445 1.24
C -1.1374 0.5298 -0.7469 -0.08
O -2.1149 -0.5124 -1.0287 0.12
O 0.2329 1.4445 1.1538 0.66
H 0.1247 -0.5564 0.7165 -0.33
H -1.3223 0.1030 1.3740 -0.34
H -0.3481 0.5237 -1.4994 -0.23
H -1.5009 1.5630 -0.7002 0.25
H -1.9423 -1.0045 -1.8663 0.05
H 0.2028 1.4274 2.1272 -0.78
C 3.1326 -0.9262 1.2727 -1.15
C 3.7225 -0.6655 -0.1156 0.93
C 4.2084 -1.9150 -0.6933 -0.75
O 4.8651 -1.6215 -1.8725 -0.34
C 5.3238 -2.7157 -2.6862 -0.73
N 2.7967 0.0027 -1.0059 0.27
H 2.4735 -1.7876 1.2601 0.29
H 2.4959 -0.1379 1.6641 -0.17
H 3.9738 -1.1280 1.9658 0.54
H 4.6608 -0.0914 0.0909 0.12
H 3.3210 -2.5519 -0.8992 0.13
H 4.8922 -2.5149 -0.0503 0.53
H 6.0133 -3.3591 -2.1298 0.31
H 5.7408 -2.2434 -3.5469 0.27
H 4.4658 -3.3079 -2.9950 0.25
H 2.2320 0.6443 -0.4360 -0.65
H 3.3235 0.5191 -1.6836 0.26
C 1.7816 -2.6387 -3.7796 -1.92
C 0.4590 -2.2396 -3.1387 2.54
C -0.6588 -3.0820 -3.5719 -0.60
O -1.8886 -2.4765 -3.0934 -0.20
C -2.9454 -3.4099 -3.0629 -0.92
N 0.5945 -2.3172 -1.7072 0.31
H 2.5667 -1.9326 -3.5796 0.47
H 1.6565 -2.7119 -4.8517 0.48
H 2.0285 -3.6496 -3.4399 0.44
H 0.2463 -1.1911 -3.4145 -1.90
H -0.5658 -4.0341 -3.0582 -0.02
H -0.7156 -3.1629 -4.6717 0.52
H -3.3019 -3.6972 -4.0954 0.18
H -3.6946 -2.9018 -2.5068 0.37
H -2.6873 -4.3084 -2.4556 0.16
H -0.1975 -1.8669 -1.2228 -0.31
H 1.4207 -1.8127 -1.3834 -0.32
C 3.1643 4.6132 1.0584 -1.31
C 3.6669 3.2238 1.4080 1.89
C 5.1846 3.2084 1.6072 -0.97
O 5.5694 1.8234 1.8182 -0.17
C 6.9699 1.7309 1.9071 -0.93
N 3.0805 2.7275 2.6205 -0.85
H 2.0749 4.5222 0.9509 0.00
H 3.5639 4.8989 0.0645 0.33
H 3.3427 5.4190 1.7601 0.37
H 3.4757 2.6180 0.5251 -0.50
H 5.5309 3.8065 2.4707 0.38
H 5.7115 3.5910 0.7010 0.35
H 7.2541 0.6845 1.9649 0.27
H 7.4772 2.0904 2.8076 0.32
H 7.4905 2.1286 1.0136 0.37
H 2.0698 2.5595 2.4904 -0.11
H 3.4723 1.7961 2.7487 0.34
C -2.3088 -3.7119 0.7036 0.38
C -1.1592 -4.5662 1.1598 0.50
C -1.3239 -5.9275 0.4457 -1.04
O -1.3943 -5.6911 -0.9359 -0.08
C -1.0145 -6.7549 -1.7852 -1.12
N 0.1332 -3.9457 0.9470 -0.08
H -3.2515 -4.1519 1.0726 0.56
H -2.2559 -3.6026 -0.3916 -0.64
H -2.2418 -2.6730 1.0308 -0.59
H -1.3498 -4.7190 2.2202 -0.01
H -2.2339 -6.4956 0.7727 0.37
H -0.4136 -6.5324 0.6254 0.49
H -1.3647 -6.6922 -2.8251 0.24
H -1.3970 -7.6859 -1.3521 0.43
H 0.0466 -6.9412 -1.7744 0.40
H 0.3548 -3.7244 -0.0305 -0.01
H 0.8988 -4.4694 1.3799 0.33
C -4.7940 -1.5217 2.4051 -1.13
C -5.5050 -0.9065 1.2193 0.22
C -5.2453 0.6085 1.1524 -0.10
O -5.8933 1.1972 2.2698 -0.38
C -5.6771 2.6136 2.3334 -0.38
N -5.0714 -1.5612 0.0018 -0.54
H -4.9918 -2.5863 2.4444 0.34
H -5.1249 -1.0978 3.3551 0.52
H -3.7313 -1.3973 2.3868 -0.12
H -6.6074 -1.0764 1.3171 0.36
H -5.7393 0.9852 0.2227 0.42
H -4.1709 0.8643 1.0935 -0.10
H -6.1095 3.1462 1.4639 0.29
H -4.6167 2.7504 2.3660 -0.03
H -6.1965 2.9274 3.2293 0.27
H -4.0661 -1.4464 -0.0936 -0.10
H -5.5074 -1.1079 -0.7943 0.33
C 3.8012 4.7893 -3.9698 -1.37
C 2.5373 5.4696 -3.3447 0.11
C 1.6993 4.4343 -2.6020 0.96
O 0.5367 5.0455 -2.1316 -0.49
C -0.2966 4.2232 -1.3419 0.40
N 2.9884 6.4631 -2.3810 -0.53
H 4.4692 4.4617 -3.1688 0.35
H 4.2935 5.4849 -4.6844 0.38
H 3.4593 3.8971 -4.4699 0.29
H 1.9046 5.8222 -4.1652 0.25
H 2.3088 3.9746 -1.7582 -0.41
H 1.4413 3.6397 -3.3409 -0.30
H 0.1795 3.9927 -0.4033 -0.21
H -0.4539 3.2422 -1.7892 -0.23
H -1.1818 4.8084 -1.1421 0.36
H 3.6913 7.0845 -2.7518 0.24
H 2.2168 7.0585 -2.0247 0.22
C -2.5182 2.0731 4.9571 -1.89
C -1.5417 2.1465 3.8287 2.31
C -0.9711 3.6423 3.6555 -0.49
O -1.9706 4.5885 3.3421 -0.45
C -1.9626 4.9664 1.9611 -0.51
N -0.3373 1.2795 3.9258 -0.50
H -2.0584 2.1092 5.9422 0.42
H -3.1329 1.1938 4.9438 0.31
H -3.2143 2.9276 4.8965 0.42
H -2.0554 1.7764 2.9071 -0.98
H -0.1967 3.5865 2.8304 0.17
H -0.5004 4.0112 4.5922 0.37
H -1.8360 4.0602 1.3680 0.02
H -1.0745 5.5805 1.7721 0.37
H -2.8776 5.5237 1.7824 0.37
H 0.3839 1.5525 4.5737 0.31
H -0.6156 0.3256 4.1706 -0.22
C 0.3527 -2.5903 5.9961 -1.58
C -0.4654 -3.0377 4.7938 0.60
C -1.9745 -2.9061 4.8426 0.52
O -2.4302 -3.7099 5.8659 -0.45
C -3.8420 -3.7811 5.8687 -0.66
N -0.0063 -2.2717 3.6319 0.11
H 0.3316 -1.5062 6.1566 0.26
H 1.4403 -2.7689 5.8609 0.40
H 0.0256 -3.1040 6.9415 0.35
H -0.2913 -4.1205 4.6349 0.24
H -2.3466 -3.0835 3.8323 -0.41
H -2.3508 -1.8816 5.0405 0.11
H -4.3162 -2.7881 5.9423 0.25
H -4.1577 -4.5082 6.6223 0.27
H -3.9943 -4.0782 4.8171 0.26
H 0.9940 -2.3161 3.4722 0.23
H -0.3254 -2.5447 2.7163 -0.57
C 1.2567 0.8464 -5.6725 -1.09
C 0.0400 0.0778 -6.1688 0.40
C -1.1715 0.3521 -5.2085 0.53
O -1.6398 1.7321 -5.3551 -0.50
C -1.4482 2.5481 -4.1815 -0.28
N -0.2825 0.4645 -7.5095 -0.66
H 1.0832 1.9065 -5.8783 0.28
H 2.2541 0.6570 -6.0839 0.37
H 1.3140 0.6424 -4.5919 0.08
H 0.1854 -0.9809 -6.0948 0.27
H -0.8653 0.2199 -4.1677 -0.49
H -2.0015 -0.3584 -5.4774 0.25
H -1.5748 3.5769 -4.5166 0.29
H -0.4102 2.4310 -3.9167 -0.04
H -2.1373 2.2882 -3.4065 0.34
H -0.8565 -0.1560 -8.0132 0.26
H -0.6851 1.3731 -7.6058 0.28
```

Q) Entry from the OMol25 dataset: 10 unconnected molecules or ions with the total composition C38H105N9O11 (ωB97M-V with the def2-TZVPD basis set).

Results
Multiplicity   1
Structure (SMILES)   COC[C@H](C)N.COC[C@H](C)N.COC[C@H](C)N.COC[C@H](C)N.COC[C@H](C)N.COC[C@H](C)N.COC[C@H](C)N.COC[C@H](C)N.COC[C@H](C)N.OCCO
Gap between HOMO and LUMO   0.347 hartree

```
163
Properties=species:S:1:pos:R:3:mulliken_charge:R:1
C -1.4359 4.9363 0.7521 -1.83
C -0.3985 5.2529 -0.3445 2.71
C -1.0646 5.8722 -1.5240 -1.26
O -2.0872 5.0486 -1.9603 -0.08
C -2.6849 5.6242 -3.1244 -0.89
N 0.5611 6.2491 0.3113 -0.93
H -0.9057 4.6088 1.6400 0.53
H -2.1995 4.1879 0.5203 0.16
H -1.8893 5.8932 0.9954 0.42
H 0.0939 4.3125 -0.5731 -0.98
H -0.3701 6.1259 -2.3049 0.49
H -1.3982 6.8563 -1.2417 0.53
H -3.5366 4.9306 -3.2967 0.22
H -2.0067 5.5859 -3.9954 0.34
H -3.0917 6.6422 -2.9509 0.30
H 1.3577 5.7300 0.6662 0.26
H 0.9750 6.7421 -0.4844 0.37
C 4.3280 4.5062 0.3159 -2.18
C 3.5121 3.2726 0.5204 1.88
C 4.1544 2.3519 1.6379 -0.59
O 5.4264 1.9100 1.2869 -0.40
C 5.9056 0.8622 2.0863 -0.69
N 2.1534 3.5183 0.9545 0.19
H 4.3133 5.0780 1.2311 0.49
H 3.8828 5.2051 -0.3587 0.41
H 5.3484 4.3002 0.0936 0.40
H 3.5312 2.7593 -0.4442 -1.20
H 3.4282 1.5590 1.9248 0.18
H 4.3073 3.0170 2.5430 0.51
H 6.8557 0.5939 1.7443 0.32
H 5.2214 -0.0083 1.9784 0.10
H 6.0528 1.0480 3.1207 0.38
H 2.2352 3.8043 1.9316 0.42
H 1.6088 2.6643 0.9902 -0.33
C -4.7387 2.4298 3.1348 -1.39
C -5.5713 2.1110 1.9153 0.31
C -4.6322 2.2326 0.7165 -0.15
O -5.4005 2.3567 -0.4277 -0.49
C -4.6430 3.1073 -1.4232 -0.66
N -6.1447 0.7460 1.9898 -0.48
H -3.8175 1.8790 2.9905 0.18
H -5.1104 2.0448 4.0957 0.41
H -4.6259 3.4853 3.3531 0.37
H -6.3505 2.8801 1.8076 0.36
H -3.9969 1.3419 0.6906 0.07
H -4.0720 3.1159 0.8096 0.04
H -3.7249 2.6119 -1.6995 0.22
H -4.3190 4.0589 -0.9898 0.36
H -5.3211 3.2027 -2.2894 0.32
H -7.0546 0.8386 2.4381 0.26
H -6.4110 0.4258 1.0504 0.21
C 1.0088 -5.5396 -0.1417 -1.74
C 0.5387 -4.0748 -0.2829 2.44
C 0.6796 -3.7616 -1.8099 -0.70
O 2.0485 -3.6655 -2.0337 0.51
C 2.5315 -4.2879 -3.2032 -1.08
N -0.8855 -4.1035 0.0315 -0.48
H 2.0507 -5.6631 -0.4815 0.21
H 0.3293 -6.1541 -0.7911 0.40
H 0.9748 -5.8405 0.9122 0.51
H 1.1682 -3.4112 0.3328 -1.48
H 0.1354 -2.8847 -2.1745 -0.57
H 0.3465 -4.6909 -2.3289 0.74
H 1.7991 -4.0563 -3.9939 0.35
H 2.6881 -5.3841 -3.2247 0.15
H 3.4285 -3.7519 -3.3856 0.26
H -0.9802 -4.5373 0.9523 0.30
H -1.1603 -3.1414 0.1987 -0.02
C 2.1902 4.4488 -2.8392 -0.99
C 1.4441 3.8194 -4.0549 0.36
C 2.2758 2.6884 -4.5293 -1.33
O 2.1651 1.5517 -3.6811 -0.17
C 2.5308 0.2740 -4.1828 -0.85
N 0.1419 3.2360 -3.8014 -0.64
H 2.3847 3.6665 -2.1162 -0.08
H 1.6035 5.2934 -2.4367 0.27
H 3.1325 4.8241 -3.2587 0.52
H 1.3181 4.4886 -4.8619 0.61
H 3.3752 2.9066 -4.6473 0.33
H 1.9531 2.3555 -5.5195 0.45
H 2.3169 -0.4858 -3.4147 0.13
H 3.5783 0.1524 -4.5357 0.28
H 1.9299 0.0672 -5.0809 0.41
H 0.2035 2.5078 -3.0989 0.13
H -0.5531 3.9094 -3.4902 0.00
C -5.2942 -1.7897 -2.2598 -1.68
C -4.3586 -2.8390 -1.6644 0.42
C -3.2943 -3.1557 -2.7995 -0.76
O -2.5418 -2.0318 -3.1329 -0.15
C -1.6374 -2.2447 -4.2143 -0.98
N -3.8070 -2.3436 -0.4392 -0.06
H -6.0654 -1.6329 -1.4733 0.45
H -5.9087 -2.2131 -3.0163 0.52
H -4.8223 -0.8599 -2.6231 0.24
H -4.9439 -3.7606 -1.4900 0.35
H -3.8611 -3.5373 -3.6945 0.49
H -2.6749 -4.0190 -2.5299 0.30
H -0.9261 -3.0874 -4.0720 0.39
H -1.1142 -1.3263 -4.3584 0.21
H -2.1779 -2.4696 -5.1175 0.37
H -3.7724 -3.0339 0.3310 -0.04
H -4.3542 -1.5551 -0.0569 -0.15
C 1.0393 -1.3981 2.5780 -0.56
C 1.4702 -2.7169 3.1333 1.35
C 2.3349 -2.7214 4.3750 -1.17
O 3.5612 -2.0664 4.1012 -0.15
C 4.2740 -1.7650 5.3104 -0.95
N 0.2156 -3.5759 3.2574 -0.31
H 0.6309 -0.7320 3.3260 0.67
H 0.2570 -1.5250 1.8154 -0.15
H 1.8194 -0.7940 2.0407 -0.33
H 2.0748 -3.1584 2.3628 -0.42
H 2.4860 -3.7529 4.6059 0.49
H 1.8745 -2.1984 5.2289 0.40
H 3.7611 -0.8701 5.7826 0.31
H 5.2555 -1.4637 5.0959 0.25
H 4.2490 -2.6351 5.9715 0.36
H 0.4000 -4.2448 3.9755 0.28
H -0.5918 -2.9424 3.4321 0.08
C -5.8868 -3.2372 3.9849 -1.65
C -4.5326 -2.9276 3.2923 1.52
C -3.4565 -2.4853 4.3455 -1.20
O -2.2791 -1.9336 3.7499 -0.26
C -2.3709 -0.5576 3.2413 -1.04
N -4.1022 -4.0736 2.4851 -0.52
H -5.7063 -4.0928 4.7286 0.34
H -6.5970 -3.5851 3.2154 0.41
H -6.2600 -2.3843 4.5301 0.40
H -4.7207 -2.0943 2.5629 -0.33
H -3.1208 -3.3363 4.9171 0.41
H -3.9638 -1.7373 5.0154 0.34
H -1.9984 -0.5503 2.2209 0.09
H -1.7791 -0.0029 3.9484 0.41
H -3.3721 -0.2115 3.2697 0.57
H -3.0893 -4.0523 2.4164 -0.03
H -4.2716 -4.9557 2.8830 0.30
C 5.2240 -3.4748 -1.0431 -1.23
C 5.0358 -2.3182 -0.0604 0.32
C 3.8033 -1.5416 -0.4223 1.10
O 3.7328 -0.8440 -1.6837 0.31
C 4.6340 0.1905 -1.7968 -0.50
N 5.1347 -2.8509 1.2734 -0.52
H 6.1609 -4.0404 -0.8497 0.44
H 5.2192 -3.0064 -2.0369 0.16
H 4.4244 -4.2284 -0.9174 0.08
H 5.8735 -1.6088 -0.1869 0.19
H 3.7187 -0.7692 0.3707 -0.49
H 2.9321 -2.2105 -0.3900 -0.34
H 4.8671 0.6836 -0.8460 0.21
H 4.1769 0.9086 -2.4745 -0.31
H 5.5933 -0.1568 -2.1996 0.30
H 4.7210 -2.2506 1.9563 0.06
H 4.6790 -3.7866 1.3963 0.35
C 0.5074 0.4729 -0.5001 1.23
C -0.6777 0.3578 -1.4163 0.23
O -1.5063 -0.4558 -0.6633 0.44
O 1.4535 1.3667 -0.9754 2.13
H 0.8962 -0.5549 -0.3808 -1.25
H 0.2302 0.8904 0.4602 0.33
H -0.3609 -0.0737 -2.4024 -0.30
H -1.0849 1.3376 -1.6734 -0.25
H -2.1114 -1.0547 -1.1141 -0.54
H 1.7318 1.0315 -1.8428 -1.39
```

Ordering by calculated energy gives the sequence P), Q), with the first entry being the most stable.